DFT (wB97M-V/def2-TZVPD) results for an isolated molecule of C5H9N3O in a non-equilibrium geometry.

Results
energy above the lowest of the compared OMol25 structures with the same formula, charge and spin = 241.7 kJ/mol
2S+1 = 1
orbital gap = 8.976 eV
SMILES = C=NN/C(N)=C(\C)C=O
total charge = 0

Positions of all 18 atoms, in Å:
C (-0.99779, 0.23069, -0.02231)
C (-1.27023, 1.68653, 0.18208)
H (-1.41891, 2.21496, -0.76633)
H (2.41013, -1.02832, 1.16240)
N (0.59928, -1.61256, -0.18828)
H (-1.95010, -1.74206, -0.17433)
H (-0.48729, 2.16702, 0.76476)
O (-3.30434, -0.30624, 0.24604)
N (2.56430, 0.63541, -0.13034)
C (0.23557, -0.27389, -0.27437)
N (1.27291, 0.56286, -0.63799)
H (-2.21159, 1.81279, 0.70084)
H (4.04823, -0.05990, 1.01244)
C (-2.14936, -0.65887, 0.03290)
H (1.24856, -1.91744, -0.89751)
C (2.99220, -0.19107, 0.73476)
H (-0.12830, -2.28448, 0.08121)
H (1.00623, 1.42715, -1.07397)



DFT (wB97M-V/def2-TZVPD) results for an isolated molecule of C3H6FNS in a non-equilibrium geometry.

Results
energy above the lowest of the compared OMol25 structures with the same formula, charge and spin = 156.2 kJ/mol
2S+1 = 1
orbital gap = 9.989 eV
SMILES = C[C@H](F)/C=N/S
total charge = 0

Positions of all 12 atoms, in Å:
H (2.32500, 1.08481, -0.29613)
H (0.87954, -0.45477, 1.47505)
H (-3.46273, 0.64416, 0.38474)
S (-3.02031, -0.52902, -0.13976)
H (0.93617, 1.01594, -1.28857)
N (-1.42323, -0.05107, 0.37531)
C (-0.47701, -0.72313, -0.06353)
F (1.80244, -1.42469, -0.10750)
H (-0.58335, -1.59999, -0.81503)
C (0.92524, -0.49251, 0.35193)
H (0.85284, 1.67937, 0.38623)
C (1.24540, 0.85089, -0.26273)



DFT (wB97M-V/def2-TZVPD) results for an isolated molecule of C22H32N2O4S2.

Results
energy above the lowest of the compared OMol25 structures with the same formula, charge and spin = 0.0 kJ/mol
2S+1 = 1
orbital gap = 9.170 eV
SMILES = CC(C)CCNS(=O)(=O)c1ccc(-c2ccc(S(=O)(=O)NCCC(C)C)cc2)cc1
total charge = 0

Positions of all 62 atoms, in Å:
C (-2.24539, -0.68678, -2.18306)
C (0.24607, -1.01111, -1.02283)
O (-3.71352, -0.21707, -4.31027)
H (3.18621, -1.62537, 3.67831)
C (-2.13586, -1.37808, -0.99243)
H (-3.02772, -1.79208, -0.54887)
C (-6.94443, 1.93863, -3.61418)
N (-4.41987, 0.95067, -2.23081)
H (2.54454, 1.52692, 5.69504)
H (-3.12478, 2.57358, -1.90728)
C (4.05179, -0.98621, 3.86711)
S (-3.86729, -0.44887, -2.90532)
H (3.18406, -0.35417, 7.17385)
H (-4.80297, 1.77855, -5.26190)
C (-5.26534, 2.76229, -5.27696)
H (1.79126, 0.41166, 4.55380)
H (1.25387, -3.27460, 0.02163)
C (5.30115, -1.85682, 3.95877)
H (2.49481, -1.55654, 6.08335)
C (3.80533, -0.13482, 5.11801)
N (5.40589, -2.67402, 2.76258)
H (-0.79454, -2.08107, 0.51706)
C (-4.94455, 3.29891, -2.81283)
C (4.08812, -1.57960, 0.67404)
O (-4.73498, -1.49035, -2.44422)
C (-3.87269, 2.22064, -2.63315)
C (2.48533, -0.14690, -0.36325)
H (4.73370, 0.39134, 5.36430)
H (5.24215, -2.53088, 4.81524)
H (-4.76478, 0.86924, -1.29119)
C (3.20544, -2.64027, 0.62237)
H (6.06664, -3.43208, 2.84772)
C (-5.95495, 3.05356, -3.94587)
H (-7.42997, 2.12423, -2.65821)
H (6.18305, -1.21268, 4.06837)
H (-7.71297, 1.88699, -4.38238)
C (2.72404, 0.90323, 4.82248)
C (1.57600, -1.20216, -0.42170)
C (3.39298, -0.98817, 6.31524)
O (6.40412, -2.78550, 0.48218)
O (6.34554, -0.58186, 1.59329)
H (4.17948, -1.68334, 6.59543)
H (-6.52374, 3.98709, -4.05145)
H (-4.42196, 4.23816, -3.01073)
S (5.72690, -1.85186, 1.33427)
H (4.17574, -0.32425, 3.00901)
C (1.94701, -2.44918, 0.08224)
H (3.02377, 1.54505, 3.99770)
C (-0.89025, -1.54612, -0.41575)
H (-1.25576, 0.36093, -3.74404)
H (-3.37133, 2.03471, -3.58220)
H (2.20003, 0.82509, -0.73655)
H (-4.50543, 3.51127, -5.49211)
H (4.45962, 0.46658, 0.24997)
C (0.11083, -0.30871, -2.22020)
C (-1.13374, -0.15099, -2.80285)
H (3.51799, -3.59908, 1.00282)
H (-5.48955, 3.41401, -1.87285)
H (0.98905, 0.08701, -2.70730)
H (-5.99576, 2.77758, -6.08257)
C (3.74024, -0.33497, 0.18772)
H (-6.43861, 0.97865, -3.56864)



DFT (wB97M-V/def2-TZVPD) results for a structure of composition C5H11N3 in a non-equilibrium geometry.

Results
energy above the lowest of the compared OMol25 structures with the same formula, charge and spin = 590.6 kJ/mol
2S+1 = 1
orbital gap = 8.564 eV
total charge = 0

Positions of all 19 atoms, in Å:
N (0.81487, -0.54964, 1.07680)
H (0.88232, 2.08219, -1.67208)
C (-0.57043, 0.52736, -0.51103)
N (-0.18725, 0.32801, 0.70026)
H (1.99321, -0.77413, -1.26067)
C (-1.88750, -1.21688, 2.37620)
H (-2.79058, -0.06945, 0.82342)
H (1.81138, 1.52896, -0.24437)
H (-1.34777, 1.24278, -2.10389)
H (0.49786, -1.51114, 0.97606)
C (-1.89627, -0.39114, 1.34613)
N (-1.55055, 0.79250, -1.21739)
C (1.22047, 1.22238, -1.09961)
H (-2.80369, -1.58032, 2.83561)
H (-0.97292, -1.53712, 2.86934)
H (2.77778, 0.38295, -2.33277)
H (1.16516, -0.20282, -2.71924)
H (1.02982, -0.37118, 2.05162)
C (1.81410, 0.09669, -1.89441)



DFT (wB97M-V/def2-TZVPD) results for a structure of composition C39H51BBrN11OTm in a non-equilibrium geometry.

Results
2S+1 = 3
orbital gap (spin up / spin down) = 6.605 / 6.605 eV
total charge = +1

Positions of all 105 atoms, in Å:
C (5.71691, 0.52176, 0.80175)
H (-2.75177, 4.54567, 2.37162)
H (-4.37001, -0.02097, -3.03801)
H (2.42417, -4.79881, -1.19596)
C (-0.61065, 1.00388, -4.65099)
H (-2.81292, 5.21238, 0.69315)
H (1.59392, 2.91061, 1.43341)
H (-0.96036, -3.83785, 5.51499)
C (-0.88238, 2.61027, 1.22585)
N (-0.85221, 0.50926, -3.39097)
C (-0.07338, -4.11192, -2.84134)
H (-3.87265, 2.99317, -0.00421)
C (5.78855, 0.25686, -0.56767)
C (0.48991, -2.29323, 5.54100)
C (-4.54034, -0.08418, -0.69964)
H (1.37407, 3.11483, -1.38598)
C (2.30761, -0.76639, -2.69043)
N (-1.98527, 3.32726, 0.89960)
H (5.64977, -0.21044, -3.24446)
H (-1.24562, 0.68354, -5.46587)
H (2.89695, 4.69417, -2.70550)
C (3.39522, -0.22208, -0.70151)
H (2.18448, 3.92851, -4.26773)
C (0.57427, -4.32815, -0.27234)
C (1.24557, -1.33847, 3.41493)
H (0.23046, -3.79447, 0.64787)
H (-1.10192, -3.01132, -4.51671)
H (-5.22703, -0.33900, 3.24242)
C (1.09370, 3.46970, -2.42599)
H (2.59371, -3.33134, -0.21846)
C (0.15034, -2.07169, 2.75573)
H (-2.07546, 3.00309, 3.43416)
C (2.14442, -0.49308, 2.75863)
C (0.08049, -3.58597, -1.49467)
H (-1.08415, -3.83482, 2.92921)
N (2.14701, -0.30262, 1.42487)
C (3.33873, -0.01437, 0.74620)
C (1.38600, -1.51899, 4.83257)
C (-1.03133, 2.85451, 3.66441)
H (1.58218, 2.13347, 3.05024)
C (0.37715, 2.30807, -3.08790)
C (-5.15649, -0.48514, 2.12348)
C (-0.69878, -3.09938, -3.52643)
N (-0.41119, 1.60390, 0.46333)
C (-0.55639, -3.04996, 3.50718)
Br (0.37508, -1.98242, 7.39016)
C (4.72820, -0.34163, -2.72519)
H (-1.30348, 5.23544, 1.65759)
N (2.24810, -0.57312, -1.35994)
H (6.77000, 0.28341, -1.05810)
C (3.53323, -0.74958, -3.37944)
C (-3.37292, -2.36507, 1.82662)
C (-3.69894, -0.84051, 1.61874)
H (0.71345, 5.57512, -1.92552)
H (-5.58731, 0.11844, -0.45052)
C (4.67512, -0.07387, -1.35722)
C (-2.80514, 2.95406, -0.24736)
C (4.50780, 0.33055, 1.43865)
C (-2.22624, 4.68236, 1.45909)
H (-3.66272, -2.68083, 2.84690)
H (0.57992, 2.77637, -5.30526)
H (2.87723, 0.07645, 3.33394)
O (-0.22994, -1.78321, 1.57977)
H (0.33419, -5.02382, -3.23908)
H (1.42208, -1.04681, -3.24038)
C (0.22048, 2.11146, -4.52550)
C (1.18623, 2.95513, 2.45069)
C (-3.96417, -0.09771, -1.99436)
H (-2.64883, 3.59460, -1.11440)
C (-0.08470, -5.73067, -0.15486)
H (1.98666, -0.82659, 5.37321)
H (3.53043, -1.10587, -4.40077)
C (2.40656, 3.80271, -3.15641)
H (-5.78627, -1.35548, 1.90894)
H (0.18431, -6.22456, 0.81561)
H (6.62826, 0.77662, 1.32890)
H (-0.68740, 4.48084, -1.61277)
Tm (0.16753, -0.46465, -0.04556)
N (-0.88826, -2.00666, -2.73532)
H (-1.22385, -5.78773, -0.31731)
C (-0.35785, -3.18783, 4.85732)
H (-0.94187, 1.89552, 4.22949)
H (-2.35076, -2.64428, 1.54248)
N (-2.36783, -0.68725, -0.51817)
H (-2.24881, -1.03681, -4.13736)
H (-0.64827, 1.77547, -0.51700)
H (-2.57091, 1.93961, -0.54725)
C (2.14978, -4.33871, -0.28704)
C (0.13493, 4.68874, -2.33142)
H (0.35123, -6.40168, -0.91735)
H (-0.78064, 3.70105, 4.33778)
N (-0.30401, -2.29022, -1.48222)
C (-3.48727, -0.42528, 0.18934)
H (-0.26745, 4.94262, -3.30300)
N (-0.19835, 1.28220, -2.43265)
H (1.48276, 3.84275, 2.97523)
N (-0.29361, 2.92357, 2.40956)
H (-4.09717, -2.94272, 1.19276)
B (-1.72850, -0.72526, -3.07691)
H (3.12503, 2.97946, -3.00053)
H (4.50447, 0.47881, 2.52236)
N (-2.68790, -0.46501, -1.84451)
H (2.57910, -4.93668, 0.53114)
H (-2.94224, -0.24873, 2.21015)
H (-5.42380, 0.44757, 1.63042)



DFT (wB97M-V/def2-TZVPD) results for a cluster of 2 separate species, C4H13NOS in total in a non-equilibrium geometry.

Results
energy above the lowest of the compared OMol25 structures with the same formula, charge and spin = 53.8 kJ/mol
2S+1 = 1
orbital gap = 9.249 eV
SMILES = C[C@@H](N)CCS.O
total charge = 0

Positions of all 20 atoms, in Å:
H (-0.73490, -2.10375, -1.21996)
H (0.29897, -0.67090, -1.46028)
H (2.65426, 5.28539, -0.09908)
H (1.60774, -1.57169, 1.71294)
H (-0.19550, 0.13073, 2.22618)
C (-0.23530, -1.16893, 0.62193)
O (3.02575, 4.87959, -0.89346)
H (-2.15979, -0.53649, -2.19651)
H (-1.49893, 0.82502, -1.16112)
H (-2.90520, 0.36775, 0.77061)
C (1.07750, -1.95317, 0.84925)
H (1.70365, -1.82074, -0.04394)
S (-3.21790, -0.52700, -0.17513)
N (-0.19256, 0.16995, 1.20706)
C (-0.52236, -1.08902, -0.86235)
H (2.44940, 4.15247, -1.14244)
H (0.91309, -3.02277, 0.91307)
H (0.70331, 0.62573, 1.05942)
C (-1.75107, -0.23160, -1.23641)
H (-1.02015, -1.74058, 1.13024)



DFT (wB97M-V/def2-TZVPD) results for a cluster of 10 separate species, C40H56F24O20 in total in a non-equilibrium geometry.

Results
2S+1 = 1
orbital gap = 10.306 eV
SMILES = CCOC(=O)C(F)(F)F.CCOC(=O)C(F)(F)F.CCOC(=O)C(F)(F)F.CCOC(=O)C(F)(F)F.CCOC(=O)C(F)(F)F.CCOC(=O)C(F)(F)F.CCOC(=O)C(F)(F)F.CCOC(=O)C(F)(F)F.CCOC(C)=O.CCOC(C)=O
total charge = 0

Positions of all 140 atoms, in Å:
H (7.66842, -0.01985, 2.63954)
H (1.61479, 0.77433, -4.25236)
H (-10.14532, 0.95221, -0.81975)
C (7.33175, -1.03183, 2.41047)
C (2.06256, 4.40320, 0.97479)
F (5.61267, -3.96290, 2.16280)
F (4.96790, 0.62944, -0.76828)
C (-5.04219, 2.27160, 2.34784)
C (1.45315, 2.65802, 5.30504)
H (-11.68357, 0.31041, -2.41446)
F (-6.69940, -2.23134, -0.33161)
H (1.45843, -0.55764, 1.40121)
H (5.45976, 1.70128, 6.31480)
F (-6.29327, -1.40349, -2.34506)
H (0.38948, 0.82907, 1.92845)
C (-0.84753, 3.96075, -3.43394)
C (-8.03185, -0.42594, -0.96198)
C (0.14834, -4.19878, -1.30670)
H (-1.30789, 4.74460, -4.03441)
H (-10.47277, 0.47359, -3.75238)
C (2.74473, 1.79547, 5.61070)
O (0.85481, 4.40811, 0.47181)
O (2.32991, -3.52624, -4.47439)
C (3.11915, 3.77858, 0.00405)
F (1.74393, 3.86994, 4.85874)
H (-0.68042, 2.76508, 2.13345)
O (3.36352, -1.87296, -3.33618)
H (-0.79638, 5.47496, 0.55879)
H (1.38686, -1.43546, -2.92966)
H (-4.02601, 2.25838, 2.74038)
C (4.78273, -1.87226, 6.48561)
C (-9.69744, 1.00764, -1.81070)
H (4.78689, -4.16999, -3.14007)
C (-2.82468, 2.15653, -5.29288)
H (5.44492, -2.89433, -4.16643)
O (2.37499, 4.86043, 2.12007)
H (2.52575, -0.26366, -2.46587)
H (5.23890, 0.69955, 4.85813)
H (2.05337, 1.04344, 1.22191)
H (-1.67299, 3.25960, 0.92963)
H (-2.03658, 1.77819, -1.45584)
H (4.61932, -2.88821, 6.84848)
C (-6.60307, -1.08054, -1.05564)
C (4.63831, -3.62129, -4.07096)
F (1.17927, -4.82747, -1.88222)
C (-1.23981, -4.71879, -1.91959)
O (-7.12033, 2.73023, 0.45295)
F (0.89799, 2.00279, 4.33166)
O (-1.05428, -5.89807, -2.61895)
C (-10.65410, 0.14240, -2.73072)
C (1.13033, 0.46540, 1.21631)
H (3.00337, -2.13742, 5.33366)
F (3.99866, -3.37694, 0.77145)
H (3.05873, 0.18340, -4.97797)
F (-5.73310, 2.33358, -2.08269)
C (5.14737, 1.70532, 5.27048)
H (-0.43830, 2.66678, -5.15637)
O (-0.63360, -0.39677, -0.11188)
H (-1.85427, 3.96963, 2.57390)
H (6.20333, 3.43585, 4.77743)
C (-4.14487, 1.36755, -5.27593)
H (-1.61952, -7.30001, -3.96724)
C (4.28807, -3.87098, 2.01568)
F (2.61049, 3.12778, -1.00218)
O (-4.86455, 2.66203, 0.96775)
H (9.09175, -1.93529, 3.17498)
C (2.30147, -0.95612, -3.27832)
H (0.06877, 5.41595, 2.17025)
H (-4.70259, 0.07930, 2.40977)
F (3.72970, -5.08330, 2.14843)
H (6.66530, -1.34183, 3.21610)
H (1.43309, -0.59898, -5.30145)
H (4.15796, -0.85316, 4.65275)
C (2.10295, -0.14746, -4.57003)
H (-6.02095, 0.69527, 3.47128)
C (-1.15306, 3.68498, 1.78952)
C (6.00821, 2.48833, 4.27542)
H (-9.71957, 2.02256, -2.20723)
H (-1.05573, -0.47728, -2.20362)
C (-0.81362, 2.61642, -4.13428)
C (5.36891, -0.59960, 1.10102)
F (-4.29216, 0.64205, -4.16919)
H (-5.63596, 2.96869, 2.93924)
H (-2.20229, -7.88914, -1.42595)
F (3.84534, 3.02077, 0.75666)
O (3.87754, 2.41669, 5.31068)
F (-6.40770, 4.32007, -1.64146)
C (-0.24283, 4.87309, 1.27893)
O (-2.30067, -4.09454, -1.78031)
C (-5.92634, 2.88364, 0.14910)
C (4.82764, -0.60592, -0.33438)
H (-0.28911, 1.92143, -3.47732)
H (4.45090, -1.18013, 7.25901)
F (0.10701, -4.51365, 0.04649)
C (-2.11067, -6.64728, -3.24580)
O (4.44590, -2.69786, 4.14195)
O (2.56830, -2.47220, 2.85075)
O (-8.39772, 0.48401, -1.86942)
H (-6.27226, 0.63508, 1.78420)
C (-5.54844, 3.37214, -1.23357)
F (0.70563, 2.78504, 6.40001)
O (4.76367, -0.02670, 2.00518)
C (-2.48077, 0.83067, -1.15326)
F (-5.62018, -0.25636, -0.60472)
O (-2.53205, 2.81968, -6.27155)
F (3.56325, -0.89944, -0.29927)
H (-3.54333, -6.87831, -1.67676)
H (4.69625, -4.38011, -4.85017)
C (4.02721, -1.81017, 5.15494)
F (-3.93257, 0.57907, -6.33452)
H (8.21386, -2.99358, 2.11637)
H (-2.81782, 0.96769, -0.12490)
F (5.55278, -1.44978, -1.13187)
C (-2.84921, -7.51871, -2.22110)
O (-8.68342, -0.60456, 0.09739)
O (0.72437, 1.10680, -1.05849)
H (0.14726, 4.31673, -3.16715)
C (3.65465, -2.93624, 3.05780)
H (-10.47433, -0.93206, -2.67343)
O (2.69931, 0.66913, 6.08749)
F (-5.15537, 2.25712, -5.41961)
H (9.19200, -1.76620, 1.42986)
H (-3.37916, 0.57405, -1.71463)
O (6.55636, -1.23015, 1.21914)
H (6.93290, 1.92974, 4.13025)
F (-4.30892, 3.77204, -1.30223)
H (-2.80858, -6.00019, -3.77705)
H (-2.12673, -1.36447, -1.37043)
F (0.26897, -2.84000, -1.52331)
C (-5.49453, 0.82011, 2.52454)
C (-1.55754, -0.44422, -1.23515)
F (3.95329, 4.71496, -0.45050)
H (5.84907, -1.76415, 6.28617)
C (3.31822, -2.94704, -4.02148)
O (-2.12083, 2.04906, -4.22714)
H (-3.39843, -8.38031, -2.60229)
C (8.50522, -1.95209, 2.25622)
H (-1.42291, 3.85658, -2.51297)
H (5.54780, 2.76893, 3.32811)
C (0.40060, 0.43674, -0.11647)



DFT (wB97M-V/def2-TZVPD) results for the ion C3H5N2 with charge +1 in a non-equilibrium geometry.

Results
energy above the lowest of the compared OMol25 structures with the same formula, charge and spin = 647.2 kJ/mol
2S+1 = 1
orbital gap (spin up / spin down) = 7.712 / 7.728 eV
total charge = +1

Positions of all 10 atoms, in Å:
H (-1.23578, -0.45491, -0.44986)
H (-0.26916, 1.55795, -1.02498)
H (-0.21542, 1.71649, 0.91558)
N (2.10877, -0.01158, 0.03837)
H (1.89514, -2.16339, -0.11544)
N (-0.36171, -0.32657, 0.06580)
C (1.58669, -1.10243, -0.08047)
H (-0.59051, -0.78403, 0.94768)
C (0.08058, 1.07801, 0.03627)
C (1.55563, 1.25547, -0.02032)